(1)
17
Properties=species:S:1:pos:R:3:nbo_charge:R:1 method="wB97M-V/def2-TZVPD" mol_weight_g_mol=102.1 e_above_lowest_kj_mol=114.2 multiplicity=1 orbital_gap_ev=10.27 smiles="CCCNC(N)=O" fmax_ev_per_a=2.73
C 0.204 0.616 2.301 -0.620
C 0.674 0.683 0.826 -0.411
C -0.591 0.485 0.036 -0.213
N -0.276 0.488 -1.454 -0.665
C -0.273 -0.684 -2.217 0.789
N 0.121 -1.759 -1.330 -0.914
O -0.739 -0.841 -3.311 -0.590
H -0.217 1.587 2.590 0.205
H -0.526 -0.148 2.553 0.208
H 1.061 0.388 2.956 0.211
H 1.355 -0.162 0.593 0.207
H 0.992 1.713 0.568 0.204
H -0.914 -0.552 0.193 0.228
H -1.336 1.309 0.257 0.196
H -0.375 1.403 -1.857 0.394
H 1.114 -1.854 -1.214 0.384
H -0.274 -2.673 -1.489 0.388

(2)
17
Properties=species:S:1:pos:R:3:nbo_charge:R:1 method="wB97M-V/def2-TZVPD" mol_weight_g_mol=102.1 e_above_lowest_kj_mol=129.3 multiplicity=1 orbital_gap_ev=10.30 smiles="C[C@H](N)CNC=O" fmax_ev_per_a=2.83
C -1.554 -1.392 0.285 -0.646
C -0.545 -0.521 1.065 -0.060
N -1.082 -0.208 2.400 -0.820
C -0.127 0.663 0.222 -0.251
N 0.153 0.360 -1.161 -0.637
C 1.390 0.466 -1.767 0.543
O 2.360 1.005 -1.317 -0.583
H -2.457 -0.893 -0.061 0.201
H -1.868 -2.198 0.961 0.212
H -1.081 -1.988 -0.503 0.217
H 0.343 -1.143 1.199 0.190
H -2.065 -0.003 2.313 0.351
H -0.954 -1.029 2.961 0.361
H 0.748 1.199 0.623 0.236
H -0.831 1.514 0.268 0.192
H -0.706 0.232 -1.664 0.394
H 1.332 -0.104 -2.714 0.102

(3)
18
Properties=species:S:1:pos:R:3:lowdin_spin:R:1 method="wB97M-V/def2-TZVPD" s2=0.75 mol_weight_g_mol=118.1 e_above_lowest_kj_mol=14.2 multiplicity=2 total_charge=-1 orbital_gap_ev="2.79 / 10.07" fmax_ev_per_a=1.92
C -0.507 0.683 2.905 0.271
C -0.661 0.186 1.507 0.134
O -0.075 -0.812 1.037 0.021
N -1.440 0.959 0.694 0.098
H -1.343 0.762 -0.295 0.031
H -1.661 1.919 1.003 0.139
H 0.034 1.648 2.951 0.094
H 0.124 -0.007 3.458 0.022
H -1.432 0.809 3.370 0.044
C 1.660 -0.135 -1.570 0.055
C 0.671 -0.849 -2.438 0.025
O 0.877 -1.189 -3.585 0.003
N -0.533 -1.085 -1.816 0.011
H -1.023 -1.788 -2.333 0.004
H -0.439 -1.215 -0.821 0.002
H 1.797 -0.693 -0.635 0.007
H 1.322 0.905 -1.396 0.035
H 2.628 -0.098 -2.037 0.004

no.,energy (eV)
1,-9337.8034
2,-9337.6469
3,-11385.6470